Below is C25H32N2O5 in the gas phase in a non-equilibrium geometry, with properties calculated with the ωB97M-V functional and the def2-TZVPD basis.

```
64
Properties=species:S:1:pos:R:3:nbo_charge:R:1
C -2.58 -6.12 1.58 -0.639
C -1.46 -5.79 2.56 -0.061
O -1.52 -4.45 3.02 -0.495
C -1.15 -3.44 2.19 0.301
C -1.41 -2.15 2.67 -0.252
C -1.07 -1.04 1.92 -0.184
C -0.46 -1.19 0.68 -0.064
C -0.10 0.03 -0.14 -0.049
C -1.33 0.83 -0.52 -0.207
C -2.38 0.21 -1.33 0.560
O -2.49 -1.01 -1.43 -0.558
C -3.29 1.11 -2.03 0.111
C -4.49 0.82 -2.65 -0.205
C -4.95 2.02 -3.19 -0.334
C -4.01 2.97 -2.89 0.333
C -3.94 4.42 -3.20 -0.656
O -3.01 2.42 -2.19 -0.383
C -1.26 2.03 0.10 0.299
O -2.11 3.05 0.18 -0.633
C 0.03 2.13 0.84 0.609
O 0.36 3.11 1.49 -0.641
N 0.68 0.98 0.64 -0.396
C 1.97 0.65 1.20 -0.225
C 3.08 0.69 0.14 -0.396
C 4.44 0.39 0.77 -0.208
N 5.47 0.38 -0.25 -0.467
C 5.89 1.69 -0.72 -0.216
C 5.79 1.77 -2.24 -0.603
C 6.56 -0.55 0.00 -0.198
C 7.37 -0.30 1.27 -0.636
C -0.19 -2.47 0.21 -0.175
C -0.53 -3.58 0.95 -0.265
H -2.52 -7.16 1.29 0.214
H -3.55 -5.94 2.05 0.215
H -2.51 -5.49 0.69 0.217
H -1.58 -6.39 3.47 0.193
H -0.48 -6.01 2.13 0.168
H -1.88 -2.05 3.63 0.224
H -1.28 -0.06 2.29 0.214
H 0.45 -0.28 -1.03 0.217
H -4.96 -0.15 -2.68 0.238
H -5.86 2.18 -3.74 0.228
H -3.07 4.63 -3.83 0.230
H -3.83 5.00 -2.29 0.232
H -4.84 4.73 -3.73 0.229
H -1.67 3.72 0.75 0.507
H 2.17 1.40 1.97 0.229
H 1.92 -0.34 1.66 0.209
H 3.09 1.67 -0.33 0.203
H 2.88 -0.05 -0.63 0.203
H 4.64 1.13 1.56 0.168
H 4.40 -0.60 1.23 0.195
H 6.92 1.91 -0.42 0.177
H 5.25 2.46 -0.28 0.191
H 6.43 1.02 -2.70 0.202
H 4.77 1.58 -2.56 0.206
H 6.10 2.75 -2.59 0.202
H 7.22 -0.50 -0.87 0.192
H 6.13 -1.55 0.04 0.190
H 8.18 -1.02 1.33 0.213
H 7.80 0.70 1.27 0.202
H 6.75 -0.40 2.15 0.203
H 0.28 -2.60 -0.75 0.211
H -0.31 -4.56 0.55 0.209
```

The calculation puts the HOMO energy at -8.18 eV. The calculation puts the strongest force on any atom at 1.5 eV/Å. The calculation puts the frontier orbital gap at 8.16 eV. The value obtained for the energy above the lowest of the compared OMol25 structures with the same formula, charge and spin is 183.63 kJ/mol. The calculation puts the LUMO energy at -0.001 Eh. Its SMILES is CCOc1ccc([C@H]2C(C(=O)c3ccc(C)o3)=C(O)C(=O)N2CCCN(CC)CC)cc1.